11
Properties=species:S:1:pos:R:3:nbo_charge:R:1 method="wB97M-V/def2-TZVPD" homo_energy_ev=-9.8 charge=0 orbital_gap_ev=9.1
C -1.14117 -1.48131 1.25490 -0.55
C -0.63962 -0.88647 0.18137 0.32
N 1.10766 2.40352 0.94284 -0.95
N -0.05319 -0.19063 -0.70048 -0.21
O 0.22344 -0.66210 -1.96555 -0.52
O 1.97298 2.27661 -1.50423 -0.89
S 2.19383 2.66991 -0.08370 1.42
H -2.21380 -1.46358 1.45103 0.24
H -0.59255 -2.09499 1.90254 0.23
H 0.97244 -0.11747 -2.16534 0.49
H 0.36881 1.74208 0.61478 0.40

14
Properties=species:S:1:pos:R:3:nbo_charge:R:1 method="wB97M-V/def2-TZVPD" homo_energy_ev="-7.1 / -9.1" charge=0 orbital_gap_ev="7.1 / 9.5"
C 0.90320 -1.85243 -0.68292 -0.09
C 0.69164 -0.99805 0.48244 -0.06
C 0.94257 0.44155 0.39854 0.22
N 0.50603 1.26001 1.48286 -0.79
N -1.06261 0.71037 -1.06489 -0.87
O 1.85970 -1.76118 0.33248 -0.47
Cl 2.17458 0.99716 -0.61211 0.08
H 0.30465 -2.78476 -1.00808 0.20
H 1.32682 -1.31870 -1.57081 0.20
H 0.08934 -1.18459 1.36720 0.20
H -0.30064 0.96155 1.82527 0.38
H 0.67440 2.29391 1.34004 0.41
H -1.43174 -0.11162 -0.62562 0.29
H -1.50172 1.44981 -0.66279 0.29

23
Properties=species:S:1:pos:R:3:nbo_charge:R:1 method="wB97M-V/def2-TZVPD" homo_energy_ev=-11.2 charge=+1 orbital_gap_ev=7.6
C -1.12896 1.17370 -2.06218 -0.65
C -0.62528 0.84655 -0.60502 -0.05
C -0.75319 -0.61707 -0.08152 -0.45
C 0.48800 -1.03345 0.64927 -0.15
C 1.46000 -1.47379 -0.16133 0.04
N 2.71629 -1.88457 0.07741 -0.80
C 0.58465 -0.66281 2.13124 -0.64
N -1.38848 1.73650 0.35178 -0.70
H -1.78893 2.08931 -2.07413 0.21
H -1.56150 0.35085 -2.61622 0.25
H -0.29687 1.53546 -2.67369 0.25
H 0.50139 1.18025 -0.59171 0.25
H -1.66210 -0.84007 0.57484 0.22
H -0.69723 -1.28939 -0.99841 0.25
H 1.06693 -1.58791 -1.22241 0.17
H 3.17719 -2.38370 -0.61685 0.41
H 3.14492 -1.47055 0.89364 0.40
H 0.88012 -1.51456 2.60365 0.24
H 1.25097 0.20322 2.31293 0.21
H -0.41556 -0.34944 2.45127 0.19
H -1.13485 1.51415 1.30299 0.45
H -2.42262 1.64107 0.26678 0.44
H -1.39488 2.83626 0.08765 0.46

37
Properties=species:S:1:pos:R:3:nbo_charge:R:1 method="wB97M-V/def2-TZVPD" homo_energy_ev=-8.1 charge=-1 orbital_gap_ev=10.2
As 0.56209 0.04257 -0.28758 2.82
F -0.69815 -0.52337 -1.37828 -0.63
F 1.75174 -0.34647 -1.61644 -0.64
F 1.93427 0.73459 0.66215 -0.62
F -0.54771 0.33061 1.11664 -0.62
F 0.82761 -1.58028 0.25821 -0.63
F 0.23192 1.69733 -0.92194 -0.62
O -0.05045 -3.64613 -1.54618 -0.95
H 0.43835 -2.89298 -1.21440 0.48
H -0.18500 -3.45491 -2.47438 0.46
O 1.14844 -4.05581 1.56136 -0.95
H 0.47836 -4.40103 0.97140 0.47
H 1.38217 -3.20599 1.18800 0.48
O 1.64622 1.85396 3.09840 -0.98
H 0.88418 2.42158 2.98296 0.47
H 1.76894 1.44026 2.24398 0.48
O -1.32991 -0.39189 3.39656 -0.95
H -0.85980 -0.13271 2.60406 0.49
H -1.87599 0.36475 3.60994 0.44
O -1.96946 -0.61052 -4.48500 -0.94
H -1.40082 -1.15259 -5.03185 0.46
H -1.76323 -0.87487 -3.58844 0.48
O -2.83264 -2.83144 -0.71667 -0.94
H -2.01895 -2.32925 -0.76074 0.48
H -3.38713 -2.45019 -1.39741 0.46
O 4.14820 -1.87827 -0.88470 -0.95
H 3.37086 -1.33462 -1.01282 0.49
H 4.51569 -1.57934 -0.05294 0.46
O -0.65021 3.10935 2.13473 -0.94
H -1.38992 2.99291 2.73098 0.48
H -0.48509 4.05219 2.13843 0.48
O -2.48804 3.36002 -0.24826 -0.95
H -1.86857 3.24186 0.47183 0.48
H -2.79912 2.47634 -0.44466 0.47
O 1.12148 4.06701 -1.35774 -0.96
H 1.48026 4.34552 -0.51516 0.45
H 0.90929 3.14183 -1.23420 0.49